The following is a DFT calculation (ωB97M-V/def2-TZVPD) of C50H55N2O3P2TeTl as an isolated structure.

Element x y z (Å)
Tl  -0.10  -0.11  0.49
C  1.46  2.87  -0.62
P  -0.17  2.38  -1.37
C  0.23  2.14  -3.14
C  -0.84  1.79  -3.97
C  -0.66  1.63  -5.33
C  0.61  1.79  -5.88
C  1.68  2.10  -5.06
C  1.50  2.28  -3.70
C  -1.06  3.97  -1.34
C  -1.83  4.24  -0.20
C  -2.48  5.46  -0.08
C  -2.38  6.41  -1.09
C  -1.62  6.14  -2.22
C  -0.96  4.93  -2.35
C  1.27  3.05  0.84
C  1.78  4.08  1.70
C  1.32  3.79  2.95
C  0.53  2.58  2.81
C  -0.18  1.83  3.88
P  -1.57  0.76  3.24
C  -2.92  1.27  4.33
C  -2.97  0.93  5.69
C  -3.99  1.42  6.49
C  -4.97  2.24  5.95
C  -4.93  2.58  4.61
C  -3.91  2.09  3.80
C  -1.11  -0.91  3.81
C  0.20  -1.37  3.70
C  0.51  -2.70  3.97
C  -0.48  -3.59  4.34
C  -1.80  -3.14  4.44
C  -2.11  -1.82  4.17
N  0.52  2.17  1.53
H  1.88  3.77  -1.09
H  2.16  2.04  -0.79
H  -1.84  1.69  -3.54
H  -1.50  1.40  -5.97
H  0.76  1.68  -6.95
H  2.67  2.23  -5.49
H  2.35  2.55  -3.08
H  -1.91  3.50  0.58
H  -3.07  5.67  0.81
H  -2.89  7.35  -0.99
H  -1.55  6.88  -3.01
H  -0.37  4.73  -3.23
H  2.39  4.92  1.40
H  1.47  4.34  3.86
H  -0.59  2.53  4.62
H  0.55  1.22  4.43
H  -2.21  0.29  6.12
H  -4.02  1.15  7.54
H  -5.77  2.62  6.58
H  -5.69  3.23  4.19
H  -3.88  2.36  2.75
H  1.00  -0.70  3.41
H  1.54  -3.03  3.89
H  -0.24  -4.62  4.56
H  -2.58  -3.83  4.74
H  -3.14  -1.48  4.26
O  2.69  -1.15  -2.62
C  3.81  -1.10  -1.70
C  3.93  -2.39  -0.90
C  2.90  -2.50  0.23
C  3.28  -1.64  1.40
C  4.12  -2.13  2.40
C  4.54  -1.29  3.41
C  4.12  0.03  3.40
C  3.28  0.44  2.38
N  2.85  -0.37  1.41
H  2.99  -1.59  -3.42
H  3.63  -0.25  -1.05
H  4.72  -0.91  -2.27
H  4.94  -2.45  -0.48
H  3.84  -3.24  -1.59
H  2.84  -3.54  0.56
H  1.91  -2.21  -0.13
H  4.44  -3.16  2.37
H  5.20  -1.65  4.20
H  4.44  0.73  4.16
H  2.93  1.46  2.34
C  -3.66  0.71  -0.11
O  -2.85  -0.44  -0.36
C  -3.48  -1.63  0.08
C  -2.89  -2.80  -0.66
O  -1.48  -2.94  -0.51
C  -1.10  -3.50  0.74
H  -4.55  0.69  -0.75
H  -3.06  1.59  -0.35
H  -3.97  0.75  0.93
H  -4.56  -1.60  -0.14
H  -3.37  -1.73  1.17
H  -3.06  -2.67  -1.73
H  -3.39  -3.72  -0.35
H  -1.58  -4.47  0.90
H  -1.35  -2.84  1.58
H  -0.02  -3.63  0.72
C  0.58  -1.43  -4.81
Te  -0.26  -1.54  -2.88
C  0.56  -3.48  -2.77
C  1.20  -3.76  -4.10
C  1.77  -5.01  -4.37
C  2.35  -5.26  -5.60
C  2.37  -4.27  -6.57
C  1.81  -3.03  -6.32
C  1.22  -2.77  -5.09
H  1.28  -0.59  -4.79
H  -0.21  -1.17  -5.52
H  -0.23  -4.18  -2.49
H  1.29  -3.44  -1.95
H  1.74  -5.78  -3.61
H  2.78  -6.23  -5.80
H  2.82  -4.47  -7.54
H  1.81  -2.27  -7.09

LUMO level (spin up / spin down): -6.343 / -7.494 eV
net charge: +2
HOMO energy (spin up / spin down): -0.465 / -0.465 hartree
E_tot: -3396.20644 a.u.
multiplicity: 1
HOMO-LUMO gap (spin up / spin down): 6.30 / 5.17 eV
relative energy (zero: lowest compared OMol25 entry of this formula, charge and spin): 50.9 kJ/mol



The following is a DFT calculation (ωB97M-V/def2-TZVPD) of C50H56BeN9O2 as an isolated structure.

Element x y z (Å)
Be  0.31  -2.09  2.16
C  1.07  1.81  -0.36
C  0.27  0.50  -0.60
O  0.74  -0.62  0.20
H  0.62  2.60  -0.97
H  2.13  1.74  -0.58
H  1.03  2.13  0.69
H  0.49  0.23  -1.63
H  -0.79  0.72  -0.63
N  2.67  -1.40  3.15
C  3.47  -0.54  2.46
C  4.83  -0.40  2.72
C  5.43  -1.11  3.81
C  4.59  -2.11  4.41
C  3.26  -2.24  3.99
H  3.16  0.06  1.62
H  5.43  0.28  2.13
H  6.44  -0.91  4.13
H  5.02  -2.76  5.16
H  2.49  -2.80  4.49
N  -0.92  -3.74  0.50
C  -1.39  -3.27  -0.69
C  -2.25  -4.05  -1.50
C  -2.62  -5.33  -1.08
C  -2.08  -5.85  0.12
C  -1.20  -5.08  0.81
H  -1.06  -2.27  -0.94
H  -2.67  -3.62  -2.39
H  -3.37  -5.94  -1.57
H  -2.32  -6.86  0.41
H  -0.55  -5.57  1.52
N  -4.29  0.03  -4.80
C  -5.26  -0.12  -3.83
C  -4.97  -0.52  -2.56
C  -3.64  -0.61  -2.09
C  -2.65  -0.42  -3.08
C  -2.99  -0.03  -4.40
H  -6.30  -0.11  -4.13
H  -5.68  -0.74  -1.77
H  -3.33  -0.92  -1.10
H  -1.60  -0.57  -2.85
H  -2.23  0.06  -5.17
N  -2.78  4.70  3.37
C  -2.67  4.33  2.01
C  -1.54  4.67  1.30
C  -0.40  5.31  1.95
C  -0.62  5.73  3.28
C  -1.72  5.29  3.98
H  -3.45  3.73  1.56
H  -1.40  4.21  0.33
H  0.49  5.58  1.39
H  0.15  6.23  3.85
H  -1.73  5.59  5.01
N  2.24  -3.89  1.06
C  2.60  -3.68  -0.28
C  3.20  -4.63  -1.07
C  3.61  -5.77  -0.48
C  3.40  -6.02  0.87
C  2.65  -5.07  1.57
H  2.31  -2.73  -0.70
H  3.60  -4.45  -2.05
H  4.14  -6.42  -1.16
H  3.61  -6.95  1.38
H  2.41  -5.19  2.62
N  -2.50  5.74  -2.35
C  -3.19  4.68  -2.76
C  -2.63  3.46  -3.15
C  -1.25  3.39  -3.19
C  -0.49  4.44  -2.65
C  -1.16  5.68  -2.29
H  -4.25  4.85  -2.92
H  -3.27  2.71  -3.58
H  -0.79  2.44  -3.42
H  0.57  4.42  -2.46
H  -0.65  6.45  -1.72
N  -2.41  -1.81  2.67
C  -3.22  -2.64  3.36
C  -4.59  -2.65  3.31
C  -5.23  -1.74  2.43
C  -4.42  -0.81  1.73
C  -3.05  -0.89  1.88
H  -2.83  -3.38  4.04
H  -5.13  -3.33  3.95
H  -6.28  -1.83  2.19
H  -4.88  -0.04  1.13
H  -2.28  -0.27  1.45
N  0.35  0.96  -5.48
C  0.01  1.93  -6.36
C  0.51  3.23  -6.32
C  1.56  3.47  -5.35
C  1.95  2.40  -4.55
C  1.28  1.24  -4.56
H  -0.78  1.62  -7.03
H  0.14  3.97  -7.02
H  2.06  4.42  -5.26
H  2.69  2.56  -3.78
H  1.48  0.42  -3.89
N  -0.19  -0.26  3.85
C  -0.28  1.08  3.54
C  -0.28  2.13  4.48
C  -0.39  1.77  5.82
C  -0.42  0.41  6.21
C  -0.22  -0.58  5.19
H  -0.30  1.26  2.48
H  -0.18  3.19  4.29
H  -0.51  2.49  6.62
H  -0.40  0.07  7.24
H  -0.23  -1.64  5.37
C  3.91  -0.45  -2.58
C  5.29  -0.17  -2.31
O  6.08  -0.02  -3.20
C  5.62  -0.19  -0.90
H  3.85  -0.41  -3.67
H  3.27  0.32  -2.16
H  3.62  -1.48  -2.37
H  5.30  -1.12  -0.42
H  5.08  0.53  -0.28
H  6.70  -0.13  -0.76

LUMO level: -4.158 eV
net charge: +1
HOMO energy: -0.381 hartree
E_tot: -2596.44313 a.u.
multiplicity: 1
HOMO-LUMO gap: 6.20 eV
relative energy (zero: lowest compared OMol25 entry of this formula, charge and spin): 360.8 kJ/mol



- What is the formula in the second record?
  C50H56BeN9O2